{
  "formula": "C35H90AgF3N7O10Pd",
  "method": "wB97M-V/def2-TZVPD",
  "symbols": ["H", "H", "C", "C", "H", "O", "N", "H", "H", "F", "H", "O", "O", "C", "H", "C", "C", "H", "C", "H", "H", "H", "H", "H", "H", "C", "C", "H", "H", "H", "H", "H", "H", "C", "C", "H", "H", "H", "H", "H", "H", "H", "H", "H", "Ag", "H", "C", "H", "O", "H", "F", "H", "H", "N", "H", "H", "H", "N", "H", "H", "H", "H", "H", "H", "N", "H", "H", "H", "H", "H", "H", "C", "O", "H", "H", "H", "C", "H", "H", "C", "H", "C", "H", "C", "H", "C", "C", "H", "H", "C", "O", "H", "H", "N", "H", "F", "H", "C", "C", "O", "C", "H", "H", "C", "C", "H", "H", "H", "H", "H", "N", "O", "C", "C", "H", "H", "H", "C", "H", "C", "C", "O", "H", "H", "H", "H", "C", "N", "C", "H", "H", "H", "H", "C", "C", "H", "H", "H", "C", "H", "H", "H", "O", "H", "Pd", "H", "C"],
  "positions_angstrom": [[-3.64, -2.43, 2.94], [0.11, -2.50, -4.22], [-1.67, 5.49, -1.30], [-3.12, -3.36, 3.16], [0.77, -4.59, 1.78], [-2.69, -0.12, -0.84], [-2.16, -0.94, -3.71], [4.77, 3.58, -1.78], [0.67, 4.81, 2.04], [-5.11, 5.42, -1.55], [6.30, -1.22, 0.75], [-0.05, 3.77, 5.52], [0.47, 0.48, -3.39], [-0.42, -0.72, -0.23], [-3.59, -3.85, 4.01], [0.69, 4.24, 0.08], [1.76, -0.15, -3.36], [-0.27, 4.33, -3.84], [-0.89, 3.78, -4.54], [0.06, 0.16, 0.19], [2.43, 0.30, -0.06], [-0.12, -5.20, -3.25], [2.84, -4.29, -1.40], [0.07, -1.56, 0.26], [2.63, 0.51, -3.42], [-0.29, -4.73, 1.57], [3.24, 0.22, 0.66], [-0.71, -3.70, -5.10], [-1.60, 2.83, -2.50], [1.87, -3.45, -0.22], [-0.79, -3.82, 1.25], [6.20, 0.78, -1.29], [4.96, -4.08, -0.53], [-5.16, 1.75, 3.03], [5.66, -4.65, 1.44], [-0.96, 1.44, -2.58], [-2.09, -3.13, 3.41], [-1.88, 0.63, 1.71], [0.26, 0.62, 2.42], [5.78, 2.59, -2.89], [-0.29, -5.29, 0.63], [-2.35, 5.68, -2.13], [1.12, 3.23, -1.84], [4.36, -2.96, 0.69], [-5.25, 0.10, -0.13], [4.32, -5.28, 2.85], [-5.40, 4.61, -0.46], [-1.92, 4.11, -4.47], [-5.12, 2.38, 0.74], [1.21, 2.38, -3.90], [-6.71, 4.39, -0.48], [0.37, -3.83, -2.35], [1.75, -0.70, -4.30], [-1.65, 1.99, -3.06], [0.03, 0.21, 5.28], [-1.88, 6.10, -0.41], [7.02, -6.38, 1.42], [5.54, -0.65, 1.08], [-2.61, -6.16, 1.26], [-3.65, 3.32, -0.12], [4.29, -0.96, -0.62], [4.78, -3.89, 3.11], [1.42, 0.73, 3.45], [-2.13, -1.85, -0.03], [1.27, 4.30, 1.41], [-2.80, -6.30, 2.94], [2.89, -0.59, 1.30], [0.01, 5.40, 6.75], [-1.39, -0.98, 2.22], [-1.27, 4.38, 1.01], [-2.81, -2.49, -4.96], [0.46, 1.66, -4.24], [4.41, 1.49, -1.75], [-4.57, -5.02, 0.71], [0.85, 5.25, -0.29], [5.98, 0.21, 1.38], [-0.49, -4.45, -2.55], [-1.46, 0.17, 4.30], [1.32, 2.24, 5.50], [-0.75, 0.82, 4.81], [1.53, 3.43, 4.19], [-0.95, 2.27, -4.29], [6.41, -6.01, -0.17], [-0.79, 3.85, 0.19], [2.57, 3.41, -0.72], [-2.04, -0.44, 1.54], [6.15, -6.00, 0.89], [-3.96, 3.32, 2.23], [1.25, 2.27, -0.48], [-1.92, -1.88, -4.79], [3.43, -4.74, 0.52], [-0.84, -5.14, -1.78], [-1.47, 1.81, -5.13], [5.20, -4.77, 2.84], [-1.28, -0.48, -3.55], [-5.09, 5.32, 0.68], [-5.66, 3.64, 2.22], [0.80, 2.89, 4.79], [-1.84, -0.80, 0.06], [-1.03, -5.44, 2.53], [4.57, -4.01, 0.49], [1.90, -0.76, -2.47], [-2.44, -0.48, -6.41], [1.49, 3.28, -0.81], [-4.93, 2.85, 2.04], [4.04, 2.95, -3.17], [-0.76, 6.00, -1.60], [1.52, 5.11, 6.01], [-0.19, -0.75, -1.30], [-0.88, 2.80, 0.46], [0.78, 1.31, 2.94], [-1.46, 4.10, -1.05], [-4.69, 3.17, -0.40], [-0.05, 1.95, 3.91], [1.05, 4.02, 7.30], [5.60, 1.81, -0.04], [0.77, 1.41, -5.26], [-1.62, -1.11, -6.05], [-3.07, -0.67, 1.81], [2.40, -4.39, -0.40], [4.80, 2.70, -2.43], [-1.42, -3.59, -3.15], [-0.73, -0.48, -5.97], [-4.33, 1.03, 2.98], [3.34, 1.11, 1.28], [-2.77, -3.75, 1.06], [-3.13, -4.27, 1.94], [-4.52, -4.55, 1.60], [-0.88, -2.93, -4.35], [-0.69, 3.86, -5.61], [1.63, -5.15, -0.37], [-0.81, 2.56, 3.41], [-4.84, -5.15, 2.34], [-2.41, -5.62, 2.19], [0.67, 4.58, 6.45], [-1.28, 1.38, 5.58], [6.46, -3.92, 1.49], [-5.33, 2.08, 4.05], [5.29, 1.03, -0.74], [-1.38, -1.67, -6.96], [-6.10, 1.23, 2.87], [-2.15, -1.53, -2.88], [-4.78, 2.24, -1.49], [5.45, -6.82, 1.01], [-3.60, 0.76, -2.80], [1.19, 3.35, 1.74], [4.62, -0.15, 0.03]],
  "mulliken_spin": [-0.001, 0.000, -0.001, -0.002, 0.000, 0.868, 0.085, 0.000, 0.000, 0.001, 0.000, 0.000, -0.007, 0.060, 0.000, 0.000, -0.001, -0.002, 0.012, 0.001, 0.000, 0.000, 0.000, -0.003, 0.001, 0.003, 0.000, 0.000, 0.027, 0.000, -0.002, 0.000, 0.000, 0.001, 0.000, -0.019, 0.000, -0.004, 0.003, 0.000, 0.000, 0.000, 0.000, 0.000, -0.005, 0.000, 0.026, 0.000, -0.002, 0.001, 0.001, -0.001, 0.000, 0.215, 0.000, 0.001, 0.000, 0.000, 0.000, -0.013, 0.000, 0.000, 0.000, 0.133, 0.000, 0.000, 0.000, 0.000, -0.015, 0.001, 0.001, 0.015, 0.000, 0.000, 0.000, 0.000, 0.000, -0.001, 0.000, 0.001, 0.000, -0.017, 0.000, -0.019, 0.000, 0.073, 0.000, -0.001, 0.000, -0.006, 0.000, 0.000, 0.003, 0.000, -0.012, 0.001, 0.000, 0.000, -0.109, 0.000, 0.000, 0.000, -0.001, 0.001, 0.001, 0.000, 0.000, 0.000, -0.010, 0.020, 0.003, -0.007, 0.006, 0.001, 0.000, 0.000, 0.002, 0.002, 0.003, 0.000, 0.000, 0.000, 0.001, 0.001, 0.000, 0.005, 0.001, 0.000, 0.006, -0.002, 0.000, 0.000, 0.000, 0.001, 0.000, 0.000, 0.000, 0.000, 0.000, 0.000, 0.000, 0.004, 0.192, 0.000, 1.473, 0.000, 0.000],
  "charge": 2,
  "s_squared": 3.7622,
  "multiplicity": 4,
  "homo_lumo_gap_ev": [5.471, 3.176],
  "homo_energy_ev": [-12.3684, -12.3684],
  "largest_force_ev_per_a": 3.63,
  "e_lumo_ev": [-6.897, -9.193]
}

{
  "formula": "C35H93N7O10",
  "method": "wB97M-V/def2-TZVPD",
  "symbols": ["H", "C", "N", "H", "H", "H", "C", "H", "H", "H", "N", "H", "H", "C", "H", "N", "H", "H", "O", "H", "H", "O", "H", "H", "H", "H", "C", "H", "C", "H", "H", "H", "H", "C", "H", "H", "C", "H", "H", "H", "H", "N", "H", "H", "H", "C", "O", "H", "H", "H", "C", "H", "H", "C", "H", "H", "H", "C", "H", "O", "H", "C", "H", "H", "O", "H", "H", "C", "H", "H", "H", "H", "C", "C", "H", "H", "C", "H", "H", "H", "O", "H", "H", "H", "H", "O", "C", "H", "C", "H", "C", "C", "H", "H", "C", "C", "C", "H", "H", "N", "H", "H", "C", "H", "H", "H", "H", "N", "H", "C", "C", "H", "H", "H", "C", "C", "O", "H", "H", "C", "O", "C", "H", "C", "C", "H", "H", "H", "N", "O", "C", "H", "H", "H", "C", "H", "C", "H", "H", "H", "H", "H", "H", "H", "H"],
  "positions_angstrom": [[-23.72, 5.33, 1.97], [-14.02, 2.90, -3.20], [-18.90, 4.53, 5.37], [-18.57, 4.76, 6.30], [-20.56, 5.66, -4.04], [-20.54, 12.97, 3.48], [-16.87, 16.94, 2.35], [-18.41, 10.48, 0.09], [-24.19, 6.81, 2.93], [-16.96, 11.17, 1.56], [-16.34, 10.05, -0.11], [-22.48, 8.26, -2.05], [-14.67, 2.96, 4.69], [-19.68, 6.78, 4.52], [-12.24, 7.49, 6.30], [-15.27, 3.52, 5.27], [-17.60, 6.22, -1.23], [-15.20, 5.13, -4.37], [-12.74, 5.59, 6.89], [-17.37, 2.33, 0.14], [-16.41, 9.16, 0.38], [-15.63, 9.20, 2.45], [-15.69, 6.56, -2.36], [-21.91, 5.82, 6.12], [-20.85, 7.81, -0.27], [-18.66, 7.18, 1.74], [-18.56, 6.71, -1.05], [-17.44, 11.48, 3.98], [-17.68, 10.24, -0.69], [-23.70, 8.08, 0.87], [-11.15, 6.69, 7.39], [-16.48, 14.71, 0.95], [-12.95, 4.89, 4.98], [-14.20, 5.17, -3.93], [-15.17, 7.72, 3.84], [-20.54, 7.20, 4.00], [-21.24, 4.81, -4.05], [-14.18, 10.01, 1.31], [-15.73, 11.98, 0.60], [-16.43, 13.55, 7.05], [-20.19, 11.31, 3.23], [-20.37, 3.63, -3.98], [-18.83, 8.57, 2.85], [-13.20, 2.42, -2.66], [-23.22, 6.71, -0.13], [-14.84, 8.71, 3.52], [-18.40, 7.99, -0.45], [-18.43, 0.97, -0.37], [-21.17, 9.22, 1.85], [-14.32, 6.56, -1.37], [-13.50, 2.89, 6.84], [-13.96, 2.82, -4.28], [-22.93, 5.53, -5.21], [-13.60, 5.18, 5.83], [-19.19, 1.45, -2.93], [-15.55, 11.29, 7.13], [-20.35, 3.41, -1.93], [-20.89, 5.48, 6.32], [-16.78, 17.16, 1.28], [-18.49, 6.64, 3.75], [-23.11, 5.72, -7.42], [-23.37, 6.17, 2.59], [-19.00, 6.17, -0.20], [-20.65, 4.71, 4.36], [-21.36, 5.17, -6.41], [-14.19, 6.01, 5.43], [-11.17, 6.28, 5.62], [-11.76, 6.52, 6.50], [-19.30, 6.67, -1.85], [-13.47, 4.82, -4.67], [-19.00, 4.43, -2.63], [-16.09, 15.56, 3.76], [-22.13, 4.78, -5.27], [-16.04, 11.00, 0.97], [-21.93, 4.69, -3.21], [-18.07, 2.44, -3.81], [-19.71, 12.26, 3.52], [-12.77, 6.42, -3.07], [-21.01, 4.48, 6.76], [-14.01, 2.01, 7.23], [-22.38, 6.81, 1.81], [-12.88, 2.69, 5.96], [-22.45, 4.19, -7.93], [-16.04, 2.95, 5.58], [-13.97, 16.04, 3.29], [-17.69, 2.33, -1.82], [-15.03, 10.37, 1.89], [-12.92, 7.68, -5.00], [-14.43, 4.01, 6.36], [-22.58, 3.80, -5.43], [-15.85, 14.66, 1.84], [-18.36, 7.59, 2.69], [-17.93, 16.67, 2.44], [-17.63, 11.13, -1.32], [-22.15, 5.19, -7.55], [-19.63, 3.52, -2.75], [-18.16, 9.00, -1.42], [-19.12, 9.21, -1.91], [-16.28, 13.81, 2.37], [-22.30, 8.85, -1.25], [-20.73, 10.18, 0.41], [-19.39, 7.47, 5.32], [-14.69, 7.00, -2.30], [-17.26, 13.95, 5.49], [-13.90, 8.42, -4.06], [-20.52, 6.01, 7.20], [-21.70, 5.62, -8.44], [-13.82, 7.53, -4.56], [-12.86, 3.26, 7.65], [-18.03, 11.38, 4.91], [-20.09, 5.36, 5.02], [-18.17, 4.79, 4.72], [-16.42, 9.96, 6.57], [-15.72, 13.38, 5.39], [-13.79, 6.55, -3.46], [-16.60, 13.25, 6.02], [-19.16, 12.23, 4.80], [-16.75, 17.77, 3.04], [-14.94, 9.33, 4.42], [-22.86, 7.42, 0.63], [-14.10, 4.27, -2.83], [-21.48, 9.52, 0.85], [-14.86, 8.07, -2.16], [-17.26, 11.87, 6.12], [-21.79, 8.30, -0.01], [-17.29, 7.81, 2.70], [-14.68, 11.05, 2.67], [-19.94, 3.23, -4.80], [-16.19, 10.93, 6.45], [-14.57, 16.53, 2.72], [-15.85, 15.91, 2.75], [-14.91, 2.37, -2.85], [-22.40, 10.09, 1.01], [-13.79, 8.69, 3.23], [-18.18, 2.02, -0.52], [-18.01, 11.96, 6.92], [-18.61, 2.39, -2.87], [-14.87, 14.33, 1.50], [-22.90, 5.79, 3.49], [-17.39, 8.80, -2.17], [-19.07, 2.62, -0.33], [-19.02, 12.64, 2.76], [-18.33, 10.34, 5.05], [-23.07, 9.50, -1.13], [-15.02, 4.51, 7.14]],
  "mulliken_charge": [0.337, -0.585, -0.788, 0.241, 0.212, 0.378, -1.524, 0.049, 0.350, -0.155, -0.381, 0.182, 0.251, -0.119, 0.235, -0.562, 0.527, 0.246, -0.319, 0.214, 0.377, 0.103, -0.054, 0.376, -1.013, 0.237, -1.722, -0.346, -0.711, 0.302, 0.261, 0.350, 0.348, -0.836, 0.206, 0.100, -0.198, 0.459, 0.276, 0.440, 0.205, -0.261, 0.000, 0.223, 0.398, -1.126, 0.319, 0.282, 0.015, 0.336, -1.304, 0.382, 0.435, -0.202, 0.318, 0.194, 0.276, -1.677, 0.368, -0.404, 0.287, -0.684, 0.343, 0.113, -0.319, -0.041, 0.308, -0.688, 0.617, 0.483, -0.007, -0.086, -0.762, 0.093, 0.221, 0.369, -0.510, 0.285, 0.463, 0.375, -0.102, 0.352, 0.300, 0.256, 0.327, -0.279, -1.188, 0.260, 0.174, 0.377, -0.757, 0.409, 0.328, 0.433, -0.748, -0.151, -0.708, 0.451, -0.050, -0.686, 0.418, 0.202, -0.979, 0.308, 0.278, 0.392, 0.275, -0.793, 0.309, 0.826, 0.614, 0.299, 0.169, 0.338, 0.602, -1.565, -0.460, 0.375, 0.220, -1.221, -0.285, -1.439, 0.367, 0.321, 2.464, -0.372, 0.584, 0.275, -0.470, -0.609, 0.924, 0.054, 0.494, 0.407, -0.699, 0.162, -0.713, 0.380, -0.002, 0.351, 0.285, 0.152, -0.177, 0.248, 0.316],
  "charge": 0,
  "homo_lumo_gap_ev": 9.089,
  "homo_energy_ev": -8.4656,
  "largest_force_ev_per_a": 2.72,
  "e_lumo_ev": 0.623,
  "smiles": "COC[C@H](C)N.COC[C@H](C)N.COC[C@H](C)N.COC[C@H](C)N.COC[C@H](C)N.COCCNCCOC.COCCNCCOC.CC(C)O"
}